Version i
Computed, not measured: an isolated molecule of C5H12OS, with ωB97M-V/def2-TZVPD.

SMILES ... CSCCCCO
Kohn-Sham gap ... 9.45 eV

Structure (ORCA input):
```
! RIJCOSX wB97M-V def2-TZVPD def2/J DEFGRID3
* xyz 0 1
C 0.253 -3.222 0.224
S 0.428 -1.516 0.952
C 0.198 -0.622 -0.674
C 0.937 0.721 -0.552
C 0.357 1.596 0.587
C -1.097 1.747 0.584
O -1.602 1.984 -0.818
H 0.041 -3.883 1.069
H 1.293 -3.447 -0.155
H -0.502 -3.450 -0.586
H -0.850 -0.549 -0.959
H 0.744 -1.332 -1.480
H 0.928 1.456 -1.460
H 2.033 0.628 -0.449
H 0.725 1.109 1.518
H 0.989 2.580 0.641
H -1.315 2.564 1.365
H -1.565 0.817 0.800
H -1.995 2.818 -0.609
*
```

***

Version ii
Computed, not measured: a cluster of 2 separate species, C5H12OS in total, with ωB97M-V/def2-TZVPD.

SMILES ... C1CCSCC1.O
Kohn-Sham gap ... 9.12 eV

Structure (ORCA input):
```
! RIJCOSX wB97M-V def2-TZVPD def2/J DEFGRID3
* xyz 0 1
C 0.334 1.150 -0.624
C -0.624 -0.081 -0.202
C -1.155 -0.046 1.184
S 0.234 0.026 2.378
C 1.167 1.491 1.836
C 1.556 1.369 0.320
H -0.217 2.104 -0.723
H 0.637 0.829 -1.639
H 0.014 -0.976 -0.337
H -1.474 -0.164 -0.906
H -1.711 -0.983 1.379
H -1.864 0.797 1.299
H 2.100 1.612 2.420
H 0.589 2.431 1.926
H 2.115 2.276 0.017
H 2.228 0.500 0.188
O -1.325 -3.914 -2.489
H -1.381 -4.886 -2.633
H -1.223 -3.536 -3.392
*
```

***

Which structure is the least stable? The one labeled version i.

***

Version i
Computed, not measured: the ion C6H13N with charge +1, with ωB97M-V/def2-TZVPD.

Kohn-Sham gap (alpha / beta) ... 8.41 / 4.26 eV
<S²> ... 0.754

Structure (ORCA input):
```
! RIJCOSX wB97M-V def2-TZVPD def2/J DEFGRID3
* xyz 1 2
C 0.354 2.070 0.783
C -0.160 1.483 -0.502
C 0.563 0.190 -1.025
C -0.215 -3.427 0.187
C -0.098 -2.269 -0.713
C 0.329 -1.028 -0.264
N -0.552 3.082 1.324
H 0.429 1.348 1.624
H 1.371 2.471 0.845
H -1.235 1.290 -0.507
H 0.003 2.277 -1.245
H 0.306 -0.026 -2.071
H 1.621 0.476 -0.950
H -1.079 -3.385 0.854
H -0.202 -4.406 -0.310
H 0.715 -3.568 0.763
H -0.538 -2.261 -1.714
H 0.542 -0.930 0.801
H -0.645 3.854 0.659
H -1.509 2.757 1.460
*
```

***

Version ii
Computed, not measured: the ion C6H13N with charge +1, with ωB97M-V/def2-TZVPD.

Kohn-Sham gap (alpha / beta) ... 10.83 / 8.09 eV
<S²> ... 0.758

Structure (ORCA input):
```
! RIJCOSX wB97M-V def2-TZVPD def2/J DEFGRID3
* xyz 1 2
C -1.151 -1.628 0.447
C -1.853 -0.362 -0.133
C -0.993 0.668 -0.915
C 0.336 0.731 -0.258
C 1.416 0.091 -0.855
N 2.725 0.013 -0.535
C 0.532 1.341 1.071
H -1.391 -1.895 1.493
H -1.556 -2.508 -0.010
H -0.052 -1.567 0.484
H -2.322 0.119 0.731
H -2.627 -0.668 -0.796
H -0.939 0.184 -1.905
H -1.538 1.615 -0.875
H 1.284 -0.323 -1.849
H 3.006 0.656 0.185
H 3.189 -0.875 -0.710
H 0.272 2.345 1.398
H 1.650 1.362 1.214
H 0.011 0.702 1.819
*
```

***

Which structure is the least stable? The one labeled version i.

***

Version i
Computed, not measured: a structure of composition C3H7NS, with ωB97M-V/def2-TZVPD.

Kohn-Sham gap ... 9.59 eV

Structure (ORCA input):
```
! RIJCOSX wB97M-V def2-TZVPD def2/J DEFGRID3
* xyz 0 1
C 0.155 0.451 0.079
C 0.309 -0.699 1.161
C -1.206 0.038 -0.348
H 0.935 0.919 -1.768
H 1.603 -0.315 -1.017
H 0.124 1.377 0.573
H 1.056 -1.390 0.924
H 0.359 -0.417 2.208
H -1.395 -0.160 -1.498
H -1.826 0.909 -0.174
N 1.214 0.586 -0.895
S -1.329 -1.299 0.754
*
```

***

Version ii
Computed, not measured: an isolated molecule of C3H7NS, with ωB97M-V/def2-TZVPD.

SMILES ... CC/C=N\S
Kohn-Sham gap ... 9.50 eV

Structure (ORCA input):
```
! RIJCOSX wB97M-V def2-TZVPD def2/J DEFGRID3
* xyz 0 1
C -0.922 0.538 -2.358
C -1.040 -0.133 -0.929
C 0.169 -0.871 -0.568
N 0.980 -0.615 0.449
S 0.480 0.386 1.752
H -0.288 -0.159 -2.927
H -0.631 1.603 -2.279
H -1.980 0.584 -2.701
H -2.016 -0.641 -0.792
H -1.024 0.735 -0.279
H 0.440 -1.799 -1.105
H 1.719 0.611 2.036
*
```

***

Which structure is the least stable? The one labeled version ii.